No. 1
ORCA calculation (ωB97M-V/def2-TZVPD) on 3 unconnected molecules or ions with the total composition C4H15NO3.

**Calculated total energy**: -12023.2064 eV
**Gap between HOMO and LUMO**: 9.52 eV
**Charge**: 0
**ΔE to the lowest compared entry with this formula, charge and spin**: 1.012 eV
**Highest occupied orbital energy**: -8.9 eV
**Structure (SMILES)**: NCCCCO.O.O
**LUMO**: 0.6 eV

Bonds (Å) are listed after each position.
Cartesian coordinates (Å):
1 C -0.14201 0.10765 -0.33195  O2 1.430, C3 1.557, H7 1.091, H8 1.088
2 O -0.67424 -0.97221 0.43990  C1 1.430, H9 0.957
3 C 0.42122 -0.32284 -1.71822  C1 1.557, C4 1.534, H10 1.095, H11 1.087
4 C 0.31585 -1.82332 -2.01893  C3 1.534, C5 1.532, H12 1.091, H13 1.082
5 C 1.51261 -2.59962 -1.46130  C4 1.532, N6 1.456, H14 1.091, H15 1.088
6 N 2.78522 -2.37999 -2.13447  C5 1.456, H16 1.010, H17 1.011
7 H -0.94928 0.83064 -0.45730  C1 1.091
8 H 0.66188 0.55374 0.24945  C1 1.088
9 H -1.63075 -0.99877 0.41167  O2 0.957
10 H -0.09408 0.27567 -2.47655  C3 1.095
11 H 1.46727 -0.02905 -1.75354  C3 1.087
12 H -0.62449 -2.23636 -1.65160  C4 1.091
13 H 0.31063 -1.94737 -3.09337  C4 1.082
14 H 1.31660 -3.66961 -1.54895  C5 1.091
15 H 1.64304 -2.38989 -0.40145  C5 1.088
16 H 3.02651 -1.40179 -2.20720  N6 1.010
17 H 2.84810 -2.77756 -3.06150  N6 1.011
18 H -2.85404 5.42344 3.73645  O20 0.964
19 H -1.36073 5.52932 3.43872  O20 0.965
20 O -2.14206 4.99625 3.24641  H18 0.964, H19 0.965
21 H -1.47703 2.00431 3.63007  O23 0.961
22 H -2.23564 2.22299 4.94670  O23 0.963
23 O -2.12460 1.60437 4.21695  H21 0.961, H22 0.963

No. 2
ORCA calculation (ωB97M-V/def2-TZVPD) on 4 unconnected molecules or ions with the total composition C4H15NO4 in a non-equilibrium geometry.

**Calculated total energy**: -14070.4814 eV
**Gap between HOMO and LUMO**: 9.91 eV
**Charge**: 0
**ΔE to the lowest compared entry with this formula, charge and spin**: 2.229 eV
**Highest occupied orbital energy**: -9.2 eV
**Structure (SMILES)**: CCNCC=O.O.O.O
**LUMO**: 0.7 eV

Bonds (Å) are listed after each position.
Cartesian coordinates (Å):
1 C 0.86105 -2.90602 -0.55937  C2 1.513, H7 1.093, H8 1.091, H9 1.085
2 C -0.41013 -2.17790 -0.93760  C1 1.513, N3 1.449, H10 1.092, H11 1.107
3 N -0.15946 -0.95988 -1.68133  C2 1.449, C4 1.454, H12 1.008
4 C -1.26399 -0.01831 -1.76225  N3 1.454, C5 1.503, H13 1.108, H14 1.089
5 C -0.69998 1.34818 -1.48871  C4 1.503, O6 1.211, H15 1.105
6 O -0.76346 1.84770 -0.38724  C5 1.211
7 H 1.53129 -2.23756 -0.01215  C1 1.093
8 H 1.46132 -3.17714 -1.42874  C1 1.091
9 H 0.57049 -3.73522 0.07786  C1 1.085
10 H -1.02857 -1.97200 -0.06166  C2 1.092
11 H -1.08360 -2.86305 -1.48725  C2 1.107
12 H 0.20207 -1.11816 -2.60876  N3 1.008
13 H -1.75107 -0.01797 -2.75797  C4 1.108
14 H -2.12583 -0.29580 -1.15745  C4 1.089
15 H -0.05063 1.80970 -2.25418  C5 1.105
16 H 0.19274 2.19224 2.91825  O18 0.949
17 H 0.60743 2.53507 1.41510  O18 0.942
18 O 0.80605 2.06282 2.20553  H16 0.949, H17 0.942
19 H 2.09259 0.92590 -0.33424  O21 0.960
20 H 1.82445 0.58158 1.14625  O21 0.966
21 O 2.46588 0.48353 0.43114  H19 0.960, H20 0.966
22 H -0.71346 -0.24704 3.54009  O24 0.961
23 H -0.75140 0.32208 2.16034  O24 0.968
24 O -1.31345 0.20496 2.94010  H22 0.961, H23 0.968